Below is 16 unconnected molecules or ions with the total composition C66H161N3O16 at a distorted geometry, with properties calculated with ωB97M-V/def2-TZVPD.

Computed properties:
Molecular weight, u: 1253.02
Energy relative to the best compared isomer or geometry (same formula, charge and spin), kcal per mole: 84.77
Lowest unoccupied orbital energy, eV: 0.2
Orbital gap, eV: 8.078
Charge: 0

Cartesian coordinates (Å):
C1 -8.894 -2.092 2.205
C2 -7.726 -2.094 3.151
C3 -7.194 -3.540 3.104
C4 -5.768 -3.627 3.704
C5 -4.856 -2.586 3.076
C6 -5.312 -1.140 3.263
N1 -6.694 -1.104 2.734
O1 -7.216 0.151 2.530
C7 -5.216 -0.764 4.756
C8 -4.266 -0.366 2.350
C9 -8.117 -1.905 4.642
H1 -9.292 -1.092 2.038
H2 -9.711 -2.764 2.468
H3 -8.616 -2.434 1.208
H4 -7.795 -4.195 3.733
H5 -7.109 -3.961 2.102
H6 -5.372 -4.618 3.485
H7 -5.751 -3.502 4.787
H8 -4.860 -2.852 2.019
H9 -3.877 -2.756 3.522
H10 -6.019 -0.035 4.865
H11 -5.447 -1.568 5.454
H12 -4.258 -0.344 5.063
H13 -4.254 -0.711 1.316
H14 -4.522 0.683 2.204
H15 -3.243 -0.240 2.706
H16 -8.064 -0.872 4.986
H17 -7.435 -2.352 5.365
H18 -9.126 -2.246 4.874
H19 -7.167 0.131 1.571
C10 -3.500 -7.794 -3.474
C11 -3.919 -7.184 -2.130
C12 -2.694 -7.394 -1.177
C13 -2.788 -6.582 0.080
C14 -3.002 -5.057 -0.233
C15 -4.151 -4.755 -1.223
N2 -4.111 -5.730 -2.393
O2 -5.123 -5.499 -3.308
C16 -5.462 -4.651 -0.417
C17 -3.782 -3.385 -1.780
C18 -5.138 -7.911 -1.415
H20 -4.192 -7.819 -4.316
H21 -3.219 -8.831 -3.293
H22 -2.660 -7.223 -3.871
H23 -2.607 -8.459 -0.962
H24 -1.774 -7.186 -1.723
H25 -1.928 -6.732 0.732
H26 -3.646 -6.926 0.657
H27 -2.055 -4.743 -0.670
H28 -3.061 -4.580 0.745
H29 -6.318 -4.528 -1.080
H30 -5.665 -5.478 0.263
H31 -5.495 -3.780 0.237
H32 -2.879 -3.528 -2.375
H33 -4.538 -2.914 -2.408
H34 -3.663 -2.711 -0.932
H35 -6.038 -7.703 -1.995
H36 -5.416 -7.495 -0.447
H37 -4.923 -8.972 -1.286
H38 -4.656 -5.078 -4.033
C19 2.187 2.550 -1.328
C20 1.895 1.867 0.063
C21 1.179 2.757 1.031
C22 -0.316 2.828 0.760
C23 -0.951 1.426 0.992
C24 -0.305 0.391 0.036
N3 1.158 0.585 0.013
O3 1.812 -0.404 -0.698
C25 -0.674 -0.981 0.558
C26 -0.910 0.544 -1.395
C27 3.276 1.699 0.646
H39 2.532 1.840 -2.080
H40 2.931 3.325 -1.141
H41 1.269 2.988 -1.718
H42 1.399 2.443 2.051
H43 1.503 3.789 0.896
H44 -0.507 3.235 -0.233
H45 -0.835 3.507 1.437
H46 -2.018 1.531 0.796
H47 -0.779 1.183 2.041
H48 -0.259 -1.873 0.088
H49 -0.321 -0.973 1.589
H50 -1.756 -1.101 0.607
H51 -0.599 -0.289 -2.026
H52 -2.000 0.533 -1.385
H53 -0.632 1.495 -1.850
H54 3.918 1.227 -0.098
H55 3.197 1.034 1.505
H56 3.689 2.672 0.914
H57 2.025 -1.032 -0.005
C28 -2.858 5.212 -2.248
C29 -4.337 5.134 -2.629
C30 -4.871 3.766 -2.958
O4 -5.091 5.686 -1.516
H58 -2.225 4.856 -3.061
H59 -2.641 4.513 -1.440
H60 -2.504 6.151 -1.824
H61 -4.494 5.763 -3.505
H62 -5.855 3.811 -3.425
H63 -4.931 3.106 -2.092
H64 -4.138 3.245 -3.573
H65 -5.002 6.636 -1.626
C31 -2.473 2.565 4.024
C32 -2.737 4.094 4.073
C33 -2.586 4.659 5.489
O5 -1.957 4.794 3.131
H66 -2.676 2.115 3.052
H67 -3.166 2.071 4.705
H68 -1.467 2.363 4.392
H69 -3.775 4.334 3.845
H70 -2.680 5.743 5.546
H71 -1.556 4.511 5.811
H72 -3.212 4.142 6.216
H73 -2.414 4.824 2.287
C34 4.768 5.085 4.051
C35 4.185 5.662 2.720
C36 2.682 5.692 2.847
O6 4.651 6.982 2.565
H74 5.847 4.949 3.980
H75 4.229 4.218 4.434
H76 4.647 5.752 4.905
H77 4.608 5.106 1.883
H78 2.254 6.137 1.948
H79 2.283 6.451 3.521
H80 2.318 4.684 3.045
H81 5.592 6.903 2.391
C37 5.302 -0.170 2.986
C38 4.652 -0.180 4.402
C39 4.322 -1.558 4.922
O7 5.467 0.434 5.311
H82 6.194 -0.778 2.838
H83 5.630 0.793 2.593
H84 4.582 -0.540 2.257
H85 3.724 0.379 4.282
H86 5.247 -2.051 5.221
H87 3.878 -2.158 4.128
H88 3.685 -1.530 5.806
H89 4.836 0.867 5.890
C40 7.468 2.519 -1.148
C41 7.204 3.594 -0.050
C42 7.759 3.176 1.341
O8 7.839 4.820 -0.347
H90 6.667 1.798 -0.989
H91 8.446 2.072 -0.968
H92 7.444 3.076 -2.085
H93 6.145 3.837 0.038
H94 7.545 3.866 2.157
H95 8.844 3.074 1.365
H96 7.251 2.233 1.545
H97 7.405 5.109 -1.153
C43 1.295 -3.922 -5.894
C44 0.237 -2.824 -6.151
C45 -0.579 -2.532 -4.864
O9 0.892 -1.620 -6.563
H98 1.875 -4.169 -6.784
H99 0.715 -4.766 -5.522
H100 2.028 -3.686 -5.122
H101 -0.396 -3.191 -6.959
H102 -1.178 -3.382 -4.537
H103 -1.266 -1.724 -5.115
H104 -0.009 -2.182 -4.003
H105 1.376 -1.777 -7.377
C46 1.094 -4.451 -2.099
C47 1.297 -5.895 -1.644
C48 2.139 -6.702 -2.674
O10 1.858 -5.875 -0.391
H106 1.997 -3.851 -2.209
H107 0.592 -3.983 -1.252
H108 0.445 -4.299 -2.962
H109 0.376 -6.472 -1.567
H110 1.646 -6.555 -3.635
H111 2.212 -7.764 -2.440
H112 3.130 -6.264 -2.797
H113 1.923 -6.821 -0.245
C49 -1.375 -1.723 4.730
C50 -0.056 -1.661 5.491
C51 0.807 -0.523 4.942
O11 -0.339 -1.324 6.804
H114 -1.932 -2.592 5.080
H115 -1.328 -1.937 3.662
H116 -2.055 -0.908 4.978
H117 0.569 -2.554 5.462
H118 1.147 -0.724 3.926
H119 1.757 -0.448 5.470
H120 0.345 0.463 4.990
H121 0.452 -1.487 7.322
C52 3.828 -1.880 -4.066
C53 5.158 -1.072 -4.029
C54 4.874 0.437 -4.023
O12 5.894 -1.396 -2.900
H122 3.311 -1.755 -5.017
H123 3.044 -1.546 -3.386
H124 3.991 -2.945 -3.898
H125 5.867 -1.270 -4.833
H126 4.342 0.643 -4.952
H127 5.786 1.033 -3.987
H128 4.425 0.695 -3.064
H129 5.700 -2.263 -2.538
C55 0.540 -3.916 2.017
C56 1.963 -3.308 1.838
C57 3.158 -4.083 2.525
O13 2.409 -3.263 0.501
H130 0.262 -4.023 3.065
H131 0.562 -4.908 1.565
H132 -0.276 -3.389 1.521
H133 2.053 -2.295 2.231
H134 3.118 -5.081 2.087
H135 3.106 -4.238 3.603
H136 4.124 -3.669 2.237
H137 2.120 -4.080 0.088
C58 4.931 4.348 -2.873
C59 5.578 5.794 -2.879
C60 5.299 6.655 -1.700
O14 6.972 5.496 -2.881
H138 5.118 3.832 -1.931
H139 5.434 3.632 -3.523
H140 3.858 4.331 -3.066
H141 5.302 6.272 -3.819
H142 5.103 5.976 -0.870
H143 4.430 7.295 -1.852
H144 6.190 7.251 -1.505
H145 7.378 5.925 -3.638
C61 -0.002 7.776 -1.188
C62 1.131 7.134 -1.951
C63 0.808 5.709 -2.455
O15 1.366 7.903 -3.096
H146 -0.262 7.231 -0.280
H147 -0.901 7.923 -1.786
H148 0.287 8.774 -0.857
H149 2.081 7.039 -1.426
H150 1.731 5.306 -2.870
H151 0.034 5.704 -3.223
H152 0.536 5.067 -1.618
H153 1.291 8.789 -2.735
C64 1.072 1.092 -4.629
C65 -0.345 1.245 -5.220
C66 -1.023 2.637 -4.944
O16 -0.076 1.045 -6.572
H154 1.019 1.108 -3.541
H155 1.729 1.889 -4.976
H156 1.618 0.212 -4.970
H157 -1.029 0.458 -4.904
H158 -1.460 2.560 -3.948
H159 -1.830 2.794 -5.659
H160 -0.344 3.477 -5.090
H161 0.448 0.241 -6.593